(1)
C43H30Cl3MoN2O5Te as an isolated structure, computed with wB97M-V/def2-TZVPD.

E ... -105001.8246 eV
HOMO energy (spin up / spin down) ... -0.367 / -0.367 hartree
<S²> ... 2.02
2S+1 ... 3
HOMO-LUMO gap (spin up / spin down) ... 5.36 / 5.31 eV
Total charge ... +1

The geometry in XYZ format:
```
85
Properties=species:S:1:pos:R:3:forces:R:3:lowdin_spin:R:1
Mo 1.8082 -0.0995 -0.6625 -0.6 0.7 3.2 1.73
C -4.7727 -1.5428 -2.0835 0.7 1.7 1.1 0.00
C -3.3569 -1.4938 -1.5458 0.6 0.0 0.8 0.01
C -2.8596 -2.4634 -0.6299 0.4 1.1 -1.0 0.02
C -1.6502 -2.3422 0.0198 -0.3 -1.7 0.1 0.00
C -1.1789 -3.5424 0.7779 2.6 -1.0 0.5 0.00
O -0.1556 -4.1375 0.4210 -1.4 1.2 -0.4 0.00
C -1.7893 -4.0063 2.0338 -1.1 -1.2 0.5 0.00
C -1.1514 -5.1127 2.6581 1.1 0.0 -0.7 0.00
C -1.6312 -5.6940 3.7829 -1.6 -0.1 1.1 0.00
C -2.8889 -5.2732 4.2876 1.3 -0.2 -0.1 0.00
C -3.5974 -4.2686 3.6661 0.5 0.8 0.3 0.00
C -3.0220 -3.6112 2.5552 -0.1 -0.8 0.7 0.00
C -0.7424 -1.3148 -0.2008 -0.6 2.8 -0.8 0.02
O 0.4379 -1.2713 0.4167 -0.4 0.9 -2.0 0.04
C -1.2748 -0.2122 -1.1196 1.3 0.1 0.3 0.02
C -2.5118 -0.4553 -1.8680 -0.4 0.8 0.5 0.00
C -0.6082 1.0909 -1.1591 -1.3 -0.7 -1.1 0.01
N 0.5475 1.3823 -0.5172 -0.4 -0.7 0.4 -0.01
C 0.5021 2.4236 0.5370 -1.1 1.2 0.5 0.00
C -0.0693 1.8022 1.8998 -0.1 1.3 -1.8 0.00
Te 1.0887 2.1678 3.6625 -0.3 0.7 -0.3 0.00
C -0.6387 2.1446 4.8934 0.3 0.0 0.3 0.00
C -0.7177 0.9535 5.6185 -0.2 -0.8 0.3 0.00
C -1.8282 0.7506 6.4356 0.4 -1.8 0.0 0.00
C -2.8220 1.6745 6.6135 1.4 0.6 -0.1 0.00
C -2.5936 2.9177 6.0896 -0.2 2.7 -2.6 0.00
C -1.5779 3.1819 5.1056 0.7 -1.2 1.0 0.00
C -1.1110 2.2227 -2.0173 -0.3 -0.2 0.7 0.00
C -0.2254 2.8486 -2.9052 0.6 -1.1 0.9 0.00
C -0.6802 3.9337 -3.5910 1.2 2.1 -0.1 0.00
C -1.9226 4.5557 -3.3931 0.7 -0.4 -1.2 0.00
C -2.8330 3.7988 -2.7310 -2.5 -1.5 1.0 0.00
C -2.4114 2.7093 -1.9558 0.4 -0.3 -0.6 0.00
H -4.7011 -0.8032 -2.8901 -0.9 -0.7 -0.4 0.00
H -5.4813 -1.1052 -1.3189 0.7 -0.5 -0.7 0.00
H -5.0947 -2.5406 -2.3062 -0.2 -0.3 -0.6 0.00
H -3.3727 -3.3984 -0.6352 -0.5 -0.5 0.7 0.00
H -0.2317 -5.5665 2.2749 -0.3 0.7 -0.2 0.00
H -1.1105 -6.4966 4.3246 -0.1 0.4 -0.5 0.00
H -3.1606 -5.7396 5.2117 -0.7 0.0 0.3 0.00
H -4.4895 -3.8343 4.1446 0.3 -0.5 -0.5 0.00
H -3.6333 -2.8318 2.1765 0.0 0.8 -0.7 0.00
H -2.9613 0.2582 -2.6191 1.3 -0.5 0.9 0.00
H -0.2547 3.2354 0.2504 1.3 -1.1 0.0 0.00
H 1.4900 2.8584 0.6240 0.0 0.0 0.1 0.00
H -0.0869 0.7415 1.7351 -0.5 -0.5 0.2 0.00
H -1.0863 2.2654 1.9811 0.8 -0.8 0.5 0.00
H 0.0477 0.1259 5.5496 -0.9 1.2 -0.1 0.00
H -1.9601 -0.2205 6.9192 0.2 0.2 -0.1 0.00
H -3.6384 1.4342 7.2300 -1.0 0.0 0.7 0.00
H -3.2698 3.7784 6.2292 0.1 -0.7 0.3 0.00
H -1.3995 4.1490 4.5845 -0.6 -0.8 0.7 0.00
H 0.8413 2.5229 -2.9600 -1.1 0.3 -0.2 0.00
H 0.0924 4.4380 -4.1557 -0.2 0.2 -0.3 0.00
H -2.1878 5.5218 -3.8259 0.2 -0.5 -0.2 0.00
H -3.9541 3.8452 -2.8589 1.4 0.9 0.6 0.00
H -3.0944 2.2141 -1.3028 -0.6 -0.2 0.2 0.00
Cl 8.3058 -0.9196 2.2873 -0.8 0.5 0.0 0.00
C 6.7151 -0.3315 1.8370 -0.7 0.5 -1.1 0.00
C 5.6747 -1.2595 1.6433 2.4 1.5 0.5 0.00
C 4.4986 -0.7390 1.2603 -3.4 -0.4 -1.1 0.00
Cl 3.1154 -1.9137 0.9174 1.2 0.6 0.1 0.04
C 4.1307 0.5991 0.9814 2.9 -0.6 0.2 0.01
O 2.9238 1.0317 0.7231 -2.1 -1.4 -2.1 0.01
C 5.2615 1.4576 0.9988 -1.3 -0.2 0.7 0.00
Cl 5.0406 3.1469 0.7366 -0.1 0.0 -0.1 0.00
C 6.4695 1.0164 1.4797 1.4 -0.8 1.6 0.00
H 5.9375 -2.2634 1.8087 -0.4 -1.3 0.0 0.00
H 7.1816 1.7570 1.8435 0.1 -0.1 -0.7 0.00
O 4.1513 1.3879 -2.7889 -1.8 -0.7 -1.4 0.01
C 3.2983 0.7618 -3.3824 0.9 -1.5 2.1 0.01
N 2.2964 -0.1159 -2.5958 0.7 1.0 0.2 0.04
C 1.4248 -0.7310 -3.4646 -1.2 -1.2 -0.6 0.01
O 0.3636 -1.3382 -3.2657 1.7 0.9 1.0 0.01
C 1.9432 -0.5195 -4.8064 0.9 1.2 -1.3 0.00
C 1.3885 -0.9721 -6.0014 0.1 -1.0 -1.2 0.00
C 1.8568 -0.4479 -7.2061 -0.2 0.0 1.4 0.00
C 2.8148 0.5686 -7.1872 0.5 -0.1 -1.1 0.00
C 3.4997 0.9798 -6.0711 -0.4 -1.3 3.9 0.00
C 3.0197 0.3887 -4.7813 -0.5 1.1 -3.2 0.00
H 0.6969 -1.8243 -6.1304 0.2 0.7 0.9 0.00
H 1.4691 -0.8364 -8.1458 0.1 0.3 0.2 0.00
H 3.0553 0.9382 -8.1674 0.5 0.4 -0.1 0.00
H 4.4017 1.6101 -5.9797 -0.9 -0.1 -0.6 0.00
```
Forces are in eV/Å.

---

(2)
One molecule with the formula CH4OP2, computed with wB97M-V/def2-TZVPD.

E ... -21724.7729 eV
HOMO energy ... -0.305 hartree
SMILES string ... O=PCP
Energy above the lowest of the compared OMol25 structures with the same formula, charge and spin ... 119.2 kJ/mol
HOMO-LUMO gap ... 7.45 eV

The geometry in XYZ format:
```
8
Properties=species:S:1:pos:R:3:forces:R:3:nbo_charge:R:1
C -0.4333 -0.2224 0.6654 -2.9 0.4 -6.3 -1.05
O -1.3084 -0.2495 -1.9831 -1.8 2.2 -2.1 -0.99
P -0.6042 -1.2456 -1.2490 2.0 -0.9 4.2 1.32
P 0.8209 0.9743 0.5069 0.5 3.1 -0.2 0.36
H -1.4157 0.2681 0.6574 0.2 -0.5 0.7 0.24
H -0.0894 -0.7497 1.4231 0.5 -2.9 3.8 0.22
H 1.8387 0.1689 0.8254 1.6 -1.1 0.4 -0.06
H 1.1915 1.0559 -0.8461 -0.2 -0.2 -0.4 -0.04
```
Forces are in eV/Å.

---

(3)
C33H45CdN5S as an isolated structure, computed with wB97M-V/def2-TZVPD.

E ... -57790.9808 eV
HOMO energy (spin up / spin down) ... 0.029 / 0.092 hartree
Energy above the lowest of the compared OMol25 structures with the same formula, charge and spin ... 315.7 kJ/mol
HOMO-LUMO gap (spin up / spin down) ... 3.75 / 1.99 eV
Total charge ... -2

The geometry in XYZ format:
```
85
Properties=species:S:1:pos:R:3:forces:R:3:mulliken_charge:R:1
Cd 0.7561 0.1425 -0.0917 -7.1 -4.0 0.8 0.79
N 1.0747 -2.7606 2.2911 -0.3 -0.5 0.2 -0.25
N 0.9962 -2.0328 -1.3426 -0.1 0.8 -0.2 0.21
C 1.4394 2.0294 -0.6151 2.3 3.0 0.3 1.10
C 2.5613 1.1671 -0.2850 1.9 2.7 0.3 -0.42
C 2.4028 0.7381 1.0801 1.9 2.0 1.5 0.91
C 3.3493 -0.1249 1.8652 0.0 0.0 0.1 -1.00
H 4.1096 -0.5844 1.2123 -0.2 0.1 0.2 0.36
H 2.8118 -0.9369 2.3857 0.2 0.3 -0.2 0.30
H 3.8836 0.4859 2.6175 -0.1 -0.3 -0.2 0.26
C 1.1852 1.2931 1.5948 1.4 2.1 1.6 -0.05
C 0.6637 1.1121 2.9918 0.3 0.4 0.0 -0.74
H 1.1058 1.8562 3.6831 0.0 -0.1 -0.2 0.23
H 0.9075 0.1062 3.3706 -0.1 0.5 -0.3 0.00
H -0.4319 1.2283 3.0289 0.6 -0.1 0.0 0.25
C 0.6000 2.1141 0.5455 0.3 2.0 0.8 0.34
C -0.6316 2.9640 0.6837 -0.1 0.2 0.1 -1.32
H -1.3790 2.4927 1.3426 0.3 0.0 -0.2 0.12
H -1.1091 3.1383 -0.2946 0.1 0.0 0.3 0.33
H -0.3753 3.9508 1.1145 -0.1 -0.3 -0.2 0.28
C 3.7207 0.8480 -1.1853 0.0 0.0 0.0 -1.48
H 4.5783 1.5214 -0.9928 -0.3 -0.3 -0.1 0.29
H 3.4397 0.9641 -2.2444 0.1 0.0 0.3 0.21
H 4.0735 -0.1877 -1.0425 -0.1 0.3 -0.1 0.36
C 1.2596 2.7957 -1.8939 0.0 0.1 0.0 -1.15
H 0.1947 2.9769 -2.1101 0.3 0.0 0.0 0.16
H 1.6805 2.2547 -2.7559 -0.1 0.2 0.2 0.06
H 1.7636 3.7806 -1.8354 -0.2 -0.4 -0.1 0.38
C 0.3985 -3.4308 3.2336 -0.4 -0.1 -0.6 -0.64
H 0.8586 -3.4494 4.2320 -0.2 0.0 -0.4 0.60
C -0.8182 -4.0888 3.0065 0.3 0.0 -0.2 -0.48
H -1.3230 -4.6259 3.8156 0.2 0.2 -0.3 0.47
C -1.3576 -4.0324 1.7120 0.6 0.1 -0.3 -0.60
H -2.3072 -4.5279 1.4811 0.3 0.2 0.1 0.30
C -0.6728 -3.3302 0.7197 -0.1 -0.7 0.4 -0.06
H -1.0787 -3.2512 -0.2935 0.1 0.0 0.4 0.28
C 0.5505 -2.6951 1.0418 0.7 -0.3 -0.5 -0.88
C 1.3096 -1.8722 0.0814 0.8 -5.2 1.4 0.68
H 2.3934 -1.9449 0.2521 -0.3 -0.1 -0.1 0.65
C 0.7132 -0.7862 -1.7847 -1.1 -3.5 -6.4 -1.77
C 1.0073 -2.9744 -2.3665 -0.1 0.7 -0.2 -0.93
H 1.2005 -4.0343 -2.2116 -0.1 0.5 0.0 0.56
C 0.7176 -2.2701 -3.5071 0.0 0.3 0.4 -0.50
H 0.6008 -2.5931 -4.5396 0.1 0.1 0.4 0.41
N 0.5464 -0.9196 -3.1401 0.2 -1.1 0.1 1.71
C 0.3100 0.1580 -4.0586 -0.1 0.4 -0.4 -3.02
C 1.3284 0.5093 -4.9715 -0.5 0.4 0.2 3.84
C 1.0960 1.5949 -5.8331 -0.2 -0.3 0.0 -4.33
H 1.8851 1.8873 -6.5360 -0.3 -0.1 0.3 -1.05
C -0.1054 2.3224 -5.8043 0.2 -0.1 0.4 7.16
C -0.3417 3.4739 -6.7552 0.0 0.0 -0.1 -2.37
H -0.8883 4.2960 -6.2622 0.2 -0.3 -0.2 0.42
H -0.9494 3.1497 -7.6213 0.2 0.1 0.3 0.57
H 0.6083 3.8740 -7.1469 -0.4 -0.2 0.1 0.54
C -1.0929 1.9384 -4.8807 0.2 -0.3 0.0 -3.54
H -2.0368 2.4953 -4.8404 0.4 -0.2 -0.1 -0.87
C -0.9125 0.8611 -3.9978 0.5 0.1 -0.4 2.73
C -1.9791 0.5026 -2.9939 -0.1 -0.1 0.2 -1.47
H -2.0622 -0.5883 -2.8575 0.0 0.4 -0.1 0.23
H -2.9586 0.8998 -3.3055 0.4 -0.1 0.1 0.45
H -1.7319 0.9210 -2.0028 -0.1 -0.1 -0.3 0.06
C 2.6434 -0.2353 -5.0146 0.2 -0.1 -0.1 -1.76
H 2.5630 -1.1673 -5.6041 0.0 0.3 0.2 0.44
H 2.9767 -0.5230 -4.0041 -0.1 0.1 -0.3 0.18
H 3.4245 0.3865 -5.4814 -0.3 -0.2 0.2 0.38
C -0.2874 -0.9839 5.2006 -0.3 0.0 0.3 -1.41
N -1.4491 -1.3429 4.3900 -0.9 0.3 -0.3 1.42
C -2.4093 -2.2054 5.0684 0.3 0.2 0.2 -1.49
C -1.9238 -0.5094 3.2938 -0.1 0.0 0.8 -1.38
S -1.3915 -0.6746 1.6765 -1.2 0.2 0.2 -0.23
N -3.1033 0.2809 3.5538 0.3 -0.2 1.1 0.56
C -3.4248 0.7329 4.9013 0.1 0.1 -0.5 -1.25
C -4.0044 0.6475 2.4816 0.0 -0.1 0.2 -0.91
H -0.3143 -1.4721 6.2010 -0.4 0.1 -0.5 0.46
H -0.2503 0.1093 5.3878 0.2 -0.4 -0.2 0.33
H 0.6584 -1.3461 4.7651 -0.2 0.4 -0.1 0.16
H -2.7199 -1.7605 6.0380 -0.2 -0.1 -0.2 0.42
H -3.3049 -2.3876 4.4427 0.6 0.1 0.3 0.16
H -1.9359 -3.1725 5.3255 -0.3 0.2 -0.2 0.49
H -3.5119 1.8403 4.9159 -0.2 -0.3 0.1 0.40
H -4.3872 0.2866 5.2326 0.3 0.3 0.1 0.32
H -2.6416 0.4790 5.6417 -0.4 -0.1 -0.6 0.34
H -3.4793 1.2599 1.7220 -0.4 -0.4 0.1 0.17
H -4.4011 -0.2765 2.0126 0.2 0.5 -0.1 0.22
H -4.8685 1.2324 2.8681 0.5 -0.3 0.0 0.35
```
Forces are in eV/Å.

---

(4)
One molecule with the formula C2H3NO, computed with wB97M-V/def2-TZVPD.

E ... -5656.2065 eV
HOMO energy ... -0.415 hartree
SMILES string ... COC#N
Energy above the lowest of the compared OMol25 structures with the same formula, charge and spin ... 356.8 kJ/mol
HOMO-LUMO gap ... 10.58 eV

The geometry in XYZ format:
```
7
Properties=species:S:1:pos:R:3:forces:R:3:nbo_charge:R:1
C -1.6180 0.1759 -0.5710 5.8 1.7 0.1 0.51
C 0.8433 0.0173 0.1904 1.8 -3.7 4.0 -0.28
N -2.7251 -0.1350 -0.5914 0.2 0.0 0.0 -0.37
O -0.0214 0.7459 -0.5894 -5.9 -1.4 -0.9 -0.44
H 1.2454 -1.0397 -0.0299 -1.1 1.3 -1.4 0.18
H 0.4752 -0.3206 1.2493 0.1 1.6 -1.5 0.18
H 1.8005 0.5563 0.3420 -0.9 0.5 -0.3 0.22
```
Forces are in eV/Å.

---

(5)
A 2-piece molecular cluster, C4H7NO overall, computed with wB97M-V/def2-TZVPD.

E ... -7793.1214 eV
HOMO energy ... -0.316 hartree
Energy above the lowest of the compared OMol25 structures with the same formula, charge and spin ... 629.4 kJ/mol
HOMO-LUMO gap ... 8.88 eV

The geometry in XYZ format:
```
13
Properties=species:S:1:pos:R:3:forces:R:3:nbo_charge:R:1
C -1.6082 1.4859 -0.1328 0.1 -0.2 0.0 -0.78
C -0.5597 1.2528 0.8854 -0.2 0.3 -0.3 -0.04
C 0.3424 -1.5591 0.5810 -0.1 -0.2 0.2 -0.15
C 1.4673 -1.3425 -0.2794 0.2 -0.1 -0.1 0.54
N 2.5976 -1.6137 -0.7362 -0.4 0.2 0.1 -0.66
O 0.4358 -0.4812 -0.4464 0.1 0.1 -0.2 -0.49
H -1.3010 1.8528 -1.1215 0.0 0.0 0.2 0.21
H -2.1640 2.3125 0.3556 0.1 0.0 0.0 0.27
H -2.3185 0.6593 -0.2337 0.1 0.1 0.1 0.21
H 0.2445 1.9852 0.6620 -0.1 -0.1 0.0 0.09
H 0.3309 -1.1670 1.5939 0.0 -0.1 -0.1 0.23
H -0.3944 -2.3211 0.3403 0.1 0.1 0.0 0.20
H 2.8561 -0.9652 -1.4808 0.0 0.0 0.1 0.36
```
Forces are in eV/Å.

---

(6)
One molecule with the formula C4H5N3O2S, computed with wB97M-V/def2-TZVPD.

E ... -23625.6570 eV
HOMO energy (spin up / spin down) ... -0.295 / -0.295 hartree
SMILES string ... Cn1c(O)c(N=O)[nH]c1=S
Energy above the lowest of the compared OMol25 structures with the same formula, charge and spin ... 336.5 kJ/mol
HOMO-LUMO gap (spin up / spin down) ... 7.64 / 7.64 eV

The geometry in XYZ format:
```
15
Properties=species:S:1:pos:R:3:forces:R:3:nbo_charge:R:1
C 0.3134 2.5730 -0.9862 -0.9 -4.2 4.8 0.10
C 0.0227 1.5096 0.1800 0.4 3.1 -1.8 0.61
C 0.4069 0.4249 -1.7373 0.0 -2.4 1.4 0.23
C -0.2709 -0.9430 0.3163 4.2 -1.9 0.5 -0.47
N 0.4195 3.8308 -0.6035 0.1 1.1 -0.6 0.03
N 0.5740 1.6768 -2.0446 0.0 2.8 -2.1 -0.55
N -0.0081 0.2905 -0.3379 1.0 2.5 -1.9 -0.41
O 0.7032 4.7356 -1.4167 -0.1 -0.8 0.1 -0.44
O -0.1704 1.6885 1.4887 -0.3 -0.7 -1.0 -0.60
S 0.7875 -0.9032 -2.5853 0.0 -0.9 -1.1 -0.18
H 0.2541 -1.7330 -0.3911 -1.4 1.3 1.4 0.29
H 0.2948 -1.0417 1.3618 -1.3 0.4 -2.1 0.21
H -1.2992 -1.0626 0.3783 -1.9 -0.7 0.4 0.22
H 0.7464 1.9708 -3.0520 -0.2 -0.6 2.1 0.47
H -0.4410 0.8006 1.8315 0.3 1.0 0.1 0.49
```
Forces are in eV/Å.

---

Question: What is the formula in the first record?
Answer: C43H30Cl3MoN2O5Te